Entry from the OMol25 dataset: an isolated molecule of C7H2F5NO5 (ωB97M-V/def2-TZVPD).

Structure (XYZ):
```
20
Properties=species:S:1:pos:R:3:forces:R:3
O 3.44462 1.56044 1.58367 0.1 0.2 -0.4
N 3.51993 0.42136 1.41035 0.0 -0.1 0.7
O 2.22246 -0.18756 1.15030 0.2 -0.4 -0.4
C 1.60081 0.40216 0.00664 -0.1 0.5 0.1
C 0.58588 -0.56918 -0.47280 -0.2 0.2 0.5
C -0.70380 -0.69759 -0.16960 0.2 -0.1 -0.1
C -1.55386 0.11213 0.77044 -0.2 -0.1 0.1
F -0.89567 0.28314 1.94875 -0.2 0.0 -0.4
F -2.71545 -0.54529 1.01613 0.5 0.2 0.0
C -1.94269 1.51671 0.22309 -0.2 0.1 0.2
F -0.92521 2.38196 0.37476 -0.3 -0.3 -0.2
F -3.00059 1.98335 0.89177 0.4 -0.1 -0.3
F -2.24430 1.42717 -1.08060 0.1 0.1 0.4
C -1.22739 -1.87190 -0.94700 -0.3 0.3 0.0
O -2.34224 -2.15704 -1.22552 0.1 -0.2 0.2
O -0.12674 -2.54790 -1.42955 0.0 0.0 -0.7
C 0.93406 -1.66490 -1.41824 0.1 -0.2 -0.1
O 1.89171 -1.77028 -2.11084 0.0 -0.1 0.3
H 2.34102 0.57233 -0.77504 0.1 -0.1 -0.1
H 1.13745 1.35088 0.25328 0.0 0.1 0.1
```
Forces are in eV/Å.

Values from the calculation:
F_max = 0.0137 hartree/bohr
HOMO = -11.186 eV
Structure (SMILES) = O=NOCC1=C(C(F)(F)C(F)(F)F)C(=O)OC1=O
Kohn-Sham gap = 9.486 eV
DFT total energy = -32603.2604 eV
M = 275.08 g/mol
LUMO = -0.0625 Ha